A 2-piece molecular cluster, CH3BrClN3 overall in a non-equilibrium geometry. Source: the OMol25 dataset; level of theory: wB97M-V/def2-TZVPD.

For the total energy, the calculation gives -3238.23309 hartree. For the frontier orbital gap, the calculation gives 8.6 eV. Its total charge is 0. The energy above the lowest of the compared OMol25 structures with the same formula, charge and spin comes out at 28.4 kcal per mole.

Geometry as XYZ:
```
9
Properties=species:S:1:pos:R:3:forces:R:3
C 0.66533 0.15685 -0.20520 -2.9 0.9 -0.1
H -0.03287 1.28872 -1.57273 -1.0 0.7 -0.5
N 0.77586 0.91411 -1.14116 1.6 -0.7 0.5
H 1.95808 -1.28155 0.22962 2.6 -1.8 -1.4
N 1.24384 -0.73731 0.52575 -4.2 -0.5 5.3
N -1.28430 0.30259 0.69196 2.7 -0.1 0.0
Br -2.17096 -1.24755 0.10340 -0.3 0.0 -0.4
H 0.63074 -1.15249 1.39706 2.1 1.6 -3.1
Cl -1.78573 1.75663 -0.02870 -0.6 -0.1 -0.3
```
Positions in Å, forces in eV/Å.

natural (NBO) population analysis, charges in e, atoms 1 to 4: 0.71, 0.41, -0.66, 0.41

=====

One molecule with the formula C22H36N2O3. Source: the OMol25 dataset; level of theory: wB97M-V/def2-TZVPD.

For the total energy, the calculation gives -1195.13360 hartree. For the frontier orbital gap, the calculation gives 8.5 eV. Its total charge is 0. The energy above the lowest of the compared OMol25 structures with the same formula, charge and spin comes out at 53.4 kcal per mole. As for the SMILES: COCCNC(=O)CCC1CCN([C@@H](C)CCc2ccc(OC)cc2)CC1.

Geometry as XYZ:
```
63
Properties=species:S:1:pos:R:3:forces:R:3
O -3.94307 -1.70276 -0.65834 0.2 0.1 0.0
C 3.64160 -0.03663 -1.19888 0.0 0.1 0.1
H -0.53460 -2.43412 -0.82629 0.1 -0.1 0.0
H 1.03080 -2.31108 -1.66530 0.0 -0.1 0.0
H -1.80300 1.57670 -1.90698 0.0 0.0 -0.1
H 3.56058 0.04729 2.16292 0.0 -0.1 0.1
C 2.05200 4.24509 0.22935 0.0 0.1 0.1
H -5.53544 -2.91982 -1.17813 0.0 0.0 0.0
H -3.76178 1.00439 -1.12145 0.1 0.1 0.1
H -0.51537 -0.54652 -2.41845 0.0 0.0 -0.1
C -0.23186 0.28204 0.90609 -0.3 -0.2 0.0
H -1.84682 -0.33098 -0.36208 0.0 0.0 0.0
H 2.10523 -2.65366 1.80720 0.0 0.0 0.0
O 2.42813 3.34646 -0.78394 0.1 -0.3 -0.2
H 0.10484 -4.06261 1.18109 -0.1 -0.1 0.0
H -5.45436 -1.37076 -2.05486 0.0 0.0 0.0
H -5.43901 0.62835 1.27172 -0.1 -0.1 -0.1
C 3.20935 1.24519 -1.46258 0.0 0.2 0.0
C 4.20488 -1.90686 0.38209 -0.2 -0.2 -0.2
H 4.42476 -2.01855 1.44582 0.1 0.0 0.0
H 0.65726 0.90975 0.84273 0.0 0.1 0.0
H 3.11065 1.60598 -2.47512 0.0 0.0 -0.1
C 0.19829 -1.12453 1.31536 0.1 0.3 0.1
C 3.46132 0.37453 1.13792 0.1 -0.1 -0.2
H 0.72736 -1.07407 2.27030 0.0 -0.1 0.0
H 3.58628 -3.94789 0.15447 0.0 -0.1 -0.1
H 2.89977 4.50927 0.87008 0.0 0.0 0.0
H -3.72652 -1.11926 1.24270 -0.1 0.0 0.0
C 3.03012 1.66815 0.89109 0.0 0.4 0.0
C 2.88432 2.10969 -0.41727 0.0 -0.1 0.0
H 2.96389 -2.86959 -1.09319 0.0 -0.1 -0.1
C -4.53222 -1.16585 0.50549 -0.1 0.3 0.2
C -4.85693 -2.17737 -1.61506 0.0 0.0 0.0
C 3.16386 -2.95667 -0.02558 0.0 0.1 0.4
C -1.26826 1.66645 -0.95668 -0.1 -0.2 0.2
H 0.89325 0.14789 -1.59282 0.0 0.0 -0.1
N 1.08742 -1.68073 0.31858 -0.2 0.0 0.1
H -0.70514 -1.74853 1.45654 0.0 0.0 0.1
C -5.09634 0.25108 0.30638 0.1 -0.4 0.1
C -2.08399 2.51500 0.02628 0.1 0.0 0.0
C 1.84739 -2.84014 0.75750 0.1 -0.4 -0.2
H -0.89790 0.68229 1.67180 0.0 0.1 0.1
C 0.38054 -1.82381 -0.93707 0.1 0.2 -0.2
H 0.91491 -4.47697 -0.33423 0.0 -0.1 -0.1
H -5.32368 -1.82982 0.88015 0.1 0.0 0.0
H -0.33652 2.19656 -1.16889 0.0 0.0 -0.1
H 1.62881 -4.94804 1.20949 0.0 -0.1 0.0
H 5.12587 -2.10575 -0.17378 0.0 0.0 0.1
H -4.26326 -2.64718 -2.39717 -0.1 0.0 0.0
H 1.24326 3.84039 0.84726 0.0 0.0 0.0
H -5.93065 0.24595 -0.39914 0.0 0.0 0.1
C -3.24298 1.78701 0.68468 0.2 0.4 -0.3
O -3.44328 1.81966 1.88138 0.0 -0.1 0.4
H 3.88888 -0.69046 -2.02272 0.0 -0.1 -0.1
C -0.92834 0.25892 -0.45240 0.3 0.2 -0.1
N -4.07856 1.15403 -0.17670 -0.2 -0.2 -0.3
H -2.48708 3.38659 -0.49647 0.0 0.0 0.1
C 3.75619 -0.50131 0.10715 0.3 0.1 0.2
H 2.80859 2.31507 1.72609 0.0 0.1 0.0
C 1.07275 -4.16749 0.69603 0.1 0.4 0.1
H 1.69882 5.13856 -0.28357 0.0 0.0 0.1
H -1.44505 2.87978 0.83090 -0.1 0.0 0.0
C -0.01236 -0.44375 -1.45407 -0.3 -0.2 0.1
```
Positions in Å, forces in eV/Å.

natural (NBO) population analysis, charges in e, atoms 1 to 4: -0.55, -0.19, 0.17, 0.20

=====

A 2-piece molecular cluster, C4H13NOS overall in a non-equilibrium geometry. Source: the OMol25 dataset; level of theory: wB97M-V/def2-TZVPD.

For the total energy, the calculation gives -687.99772 hartree. Its spin multiplicity is 2. For the frontier orbital gap (spin up / spin down), the calculation gives 9.3 / 3.7 eV. Its total charge is +1. The energy above the lowest of the compared OMol25 structures with the same formula, charge and spin comes out at 52.8 kcal per mole.

Geometry as XYZ:
```
20
Properties=species:S:1:pos:R:3:forces:R:3
H 0.50076 -1.28645 0.90043 1.1 -0.3 0.1
H 1.37262 0.12638 1.20189 0.8 1.9 1.2
C 2.12272 0.50068 -1.61908 -1.2 2.0 1.9
N -0.21489 0.57367 -0.78190 1.3 -1.4 0.1
C -1.26152 0.11754 0.19238 -0.3 -1.3 -2.7
C 1.01068 -0.27941 -0.90435 0.0 0.5 -0.3
H 3.74563 -0.72831 0.23150 -0.4 -0.8 0.5
H 2.24256 1.51279 -1.08725 -0.3 -1.2 -1.0
H -1.04534 0.65637 1.07584 -0.3 0.2 1.2
H -2.24047 0.40881 -0.26488 0.7 -0.3 0.9
H 1.84857 0.63448 -2.67449 0.6 -0.1 0.3
H 3.02589 -0.01049 -1.38387 1.0 -0.5 -0.9
H -0.50137 0.71002 -1.74790 -0.7 0.0 0.4
C 1.37145 -0.69006 0.56167 -0.8 -2.7 -1.5
S 2.91868 -1.73532 0.72552 -1.0 1.9 -0.7
H -5.61762 0.64714 2.13854 0.4 -0.1 -0.1
H 0.86665 -1.16944 -1.56612 -0.3 0.1 0.8
H -1.24071 -1.04273 0.34178 -0.4 2.1 -0.2
H -4.20453 0.64667 2.72960 -0.3 -0.1 -0.3
O -4.69978 0.40763 1.93069 -0.1 0.2 0.4
```
Positions in Å, forces in eV/Å.

natural (NBO) population analysis, charges in e, atoms 1 to 4: 0.27, 0.26, -0.61, -0.58

=====

C11H20Br12N2OSi as an isolated structure in a non-equilibrium geometry. Source: the OMol25 dataset; level of theory: wB97M-V/def2-TZVPD.

For the total energy, the calculation gives -31793.42483 hartree. For the frontier orbital gap, the calculation gives 8.0 eV. Its total charge is 0.

Geometry as XYZ:
```
47
Properties=species:S:1:pos:R:3:forces:R:3
C 4.69710 5.40694 2.31394 -0.1 0.1 1.4
Br -1.15130 -3.84368 1.43741 0.1 0.3 0.0
H 5.79934 4.47199 -0.62130 -0.1 0.8 1.1
H 6.49198 6.06789 -0.05808 -0.7 -1.3 0.5
H 2.74733 1.08154 -1.45599 -0.3 1.1 -1.0
Br -4.79055 -3.68535 -1.45851 0.2 0.4 0.0
Br -1.27451 -0.72738 2.18984 0.1 -0.3 -0.2
H 5.48877 6.08938 2.77364 -1.2 -0.7 -0.8
Br -4.30816 -7.55370 -3.58262 -0.1 0.0 0.4
C -3.75370 -2.08757 -1.09595 0.0 0.0 0.1
H -0.60669 2.15007 -0.09371 1.6 -0.5 -0.2
Br -5.26128 -9.92614 2.32566 -0.3 0.1 0.0
Br 1.08554 -1.83534 0.31847 -0.2 -0.2 0.3
C 1.09471 2.53714 -1.49283 -1.1 0.4 0.5
H 1.33418 5.19389 0.87561 0.8 0.0 -1.0
Br -7.69460 -8.46379 3.82207 0.1 -0.2 -0.3
Br -8.25906 -11.00727 1.94596 0.2 0.3 0.1
H 6.55434 4.60397 1.04703 -0.9 0.5 -0.9
H 0.13397 0.65873 -0.83869 0.5 1.1 1.0
N 0.46658 3.62797 -1.85229 2.6 -0.7 1.7
H 2.53750 5.14377 -2.68837 0.4 0.0 0.2
C -7.13949 -9.45523 2.25215 0.0 0.0 0.0
C 5.91071 5.14235 0.28447 1.1 0.5 -1.0
H 1.04805 1.52572 0.56549 -0.6 0.1 -1.2
H -4.32648 -9.09784 -1.63730 -0.1 0.2 0.0
Br -2.52637 -1.68172 -2.54007 -0.2 -0.1 0.3
C 2.09989 5.43311 0.07460 1.4 0.7 1.1
C 3.48175 4.74480 0.41448 0.2 -2.1 0.2
O 3.67578 3.51409 0.39108 -1.1 2.9 -0.4
H 5.00470 4.33728 2.58381 -0.4 1.2 -0.6
N 4.60350 5.61676 0.83060 -0.2 -1.3 0.6
C -0.12737 -2.23380 1.77558 0.1 0.1 0.0
H 3.31112 2.68689 -2.09689 -1.2 -0.6 0.0
C 2.43951 1.96937 -2.10497 0.0 -0.7 0.7
H 0.48215 -2.42211 2.65568 -0.1 0.0 -0.2
C -4.62210 -8.05663 -1.73809 0.1 -0.1 0.0
H 2.28989 6.56202 0.13901 -0.3 -1.5 -0.1
H -3.15045 -2.29312 -0.21450 -0.1 0.0 -0.2
C 0.39196 1.65678 -0.34466 -0.5 0.0 -1.8
H 3.70167 5.57743 2.84426 1.2 0.1 -0.8
Br -4.88679 -0.57463 -0.66731 0.2 -0.3 -0.1
Br -6.50241 -7.95369 -1.27428 0.3 0.1 -0.1
H -7.26814 -8.79624 1.39734 0.1 -0.1 0.2
Br -3.51982 -7.03280 -0.51605 -0.2 -0.3 -0.2
Si 1.44991 5.09476 -1.69014 -1.1 -0.5 -0.9
H 0.56231 6.23293 -2.02742 0.0 -0.1 0.2
H 2.28499 1.60044 -3.16818 0.0 0.5 1.3
```
Positions in Å, forces in eV/Å.

natural (NBO) population analysis, charges in e, atoms 1 to 4: -0.43, 0.08, 0.22, 0.21

=====

C49H38Cl5CsN11OP as an isolated structure in a non-equilibrium geometry. Source: the OMol25 dataset; level of theory: wB97M-V/def2-TZVPD.

For the total energy, the calculation gives -5230.08881 hartree. For the frontier orbital gap, the calculation gives 7.0 eV. Its total charge is 0.

Geometry as XYZ:
```
106
Properties=species:S:1:pos:R:3:forces:R:3
H 1.14471 -7.25490 -2.72934 0.0 0.0 0.0
C 1.70897 -0.72747 -5.99791 0.0 0.1 0.0
C 2.98436 2.81894 2.42443 0.0 0.0 -0.1
C 1.37544 -4.02064 -4.81840 0.0 0.0 0.0
H -4.53585 -0.03185 0.79158 0.0 0.0 0.0
C -3.38549 4.17465 0.03015 -0.1 0.0 0.0
Cl 4.60491 -1.32024 6.07121 0.0 0.0 0.0
H -1.47184 1.44636 5.43845 0.0 0.0 0.0
H 3.30734 -4.70764 -1.30874 0.0 0.0 0.0
N -2.06273 3.72933 2.06745 -0.1 -0.4 -0.2
H -4.39077 4.27391 -1.85007 0.0 0.0 0.0
C -1.03050 2.98612 6.87315 0.0 0.0 0.0
H 0.23612 -7.19686 -5.02628 0.0 0.0 0.0
H -4.39134 -4.62081 -0.83618 0.0 0.0 0.0
N -2.04869 2.22552 0.39172 0.1 -0.2 -0.3
C -2.52989 3.39323 0.81731 0.1 0.0 0.2
C 1.24934 1.72221 -1.37453 0.0 0.0 0.0
C 1.82301 -5.22342 -2.77555 0.0 0.0 0.0
H -3.51636 2.05680 -2.62159 0.0 0.0 0.0
C -3.34098 -2.92998 -0.04483 0.0 0.1 0.0
H 1.55886 1.70941 3.58205 0.1 0.0 0.0
C 2.53909 0.50335 -0.26408 0.0 0.0 -0.1
C 1.15190 -0.92979 4.00640 0.6 -0.2 0.9
H -2.01499 0.78592 -1.05975 0.0 0.0 -0.1
N 1.43820 -4.62596 -0.41078 0.1 -0.1 -0.1
C -3.73212 3.69292 -1.21535 0.0 0.0 0.0
Cl -1.46744 -1.25438 4.61858 -0.4 -0.2 0.7
C -3.24423 2.46146 -1.65668 0.0 0.0 0.0
H 1.59768 1.28789 -7.72734 0.0 0.0 0.0
C 1.15733 -3.33076 -0.23364 0.0 0.0 0.0
C 1.88568 1.61690 -6.73742 0.0 0.0 0.0
P -1.06597 2.50039 2.81330 0.1 0.9 0.7
C -5.72035 -1.64577 0.00634 0.0 0.0 0.0
N 0.67483 -5.38017 0.41072 0.0 0.2 0.0
N 1.21852 0.78900 -0.44777 0.2 0.0 0.0
C 0.77464 -5.15395 -5.36092 0.0 0.0 0.0
C 3.16892 3.74807 1.40698 -0.1 0.0 0.0
H 3.83736 2.37473 2.92146 0.0 0.0 0.0
H 2.51348 -6.25620 -1.01634 0.0 0.0 0.0
C 2.92146 -1.28133 5.67596 0.1 0.0 0.0
H -2.46393 4.49609 2.57948 0.0 0.1 0.0
H -6.84608 -3.97944 -1.96028 0.0 0.0 0.0
N 2.51325 1.97442 -1.73503 0.1 0.1 -0.1
C -1.16893 2.47730 5.58524 0.0 0.0 0.0
C 1.21698 -6.34765 -3.31873 0.0 0.0 0.0
C 0.58773 3.00245 2.16527 0.0 0.0 0.1
N -3.35768 -1.67247 0.40596 -0.1 0.0 -0.1
H -7.81889 -2.98974 -0.86520 0.0 0.0 0.0
N 0.23005 -3.18706 0.68997 0.1 -0.7 -0.1
H -0.73965 -4.73718 1.82467 0.0 0.0 0.0
C -4.47038 -3.59974 -0.48152 0.0 0.0 0.0
H 2.03060 3.68959 -7.24803 0.0 0.0 0.0
C -0.90590 3.27662 4.47680 -0.1 0.1 -0.1
C -6.95281 -3.64702 -0.92647 0.1 0.0 0.0
H 2.38945 -3.17952 -3.13126 0.0 0.0 0.0
H -7.15066 -4.53131 -0.31829 0.0 0.0 0.0
H 2.45843 0.33649 -3.64954 0.0 0.0 0.0
Cl -0.56979 -1.87658 7.54347 0.0 0.0 0.0
H -0.24921 5.21741 3.81911 0.0 0.0 0.0
H 4.17001 4.04144 1.11434 0.0 0.0 0.0
H 2.89586 -0.21261 0.46371 0.0 0.1 0.0
H 2.64824 3.87401 -2.57839 0.0 0.0 0.0
C 2.12637 2.95170 -6.46193 0.0 0.0 0.0
H -2.37200 -3.41690 -0.06079 0.0 0.0 0.0
H -0.05923 6.13703 6.10107 0.0 0.0 0.0
C 0.70226 -6.31349 -4.60905 0.0 0.0 0.0
C 1.70131 2.44382 2.79300 0.0 -0.1 0.0
H 2.20389 5.03108 -0.01961 0.0 0.0 0.0
H -6.64788 -1.08768 0.04815 0.0 0.0 0.0
H 1.64064 -2.53037 -0.77666 0.0 -0.1 0.0
H 0.39619 2.23355 -1.79776 0.1 0.0 0.0
C -5.70229 -2.95249 -0.46090 -0.1 0.0 0.0
C 2.36783 1.07716 -4.43518 0.0 -0.1 0.0
H -0.07371 4.37305 0.64640 0.0 0.0 0.0
C 1.97435 -1.55497 6.66466 0.0 0.0 0.0
C 1.90566 -4.06257 -3.53467 0.0 0.0 0.0
N 1.32658 -1.25982 -7.10439 0.0 -0.1 0.0
Cl 3.71433 -0.66451 3.15674 0.0 0.0 0.0
H -1.22253 2.34909 7.72737 0.0 0.0 0.0
C 2.00346 0.67799 -5.71628 0.0 0.0 0.0
O 1.80249 -1.63604 -4.99718 0.0 0.0 0.1
C 2.06510 4.29807 0.76810 0.0 -0.1 0.0
C 1.43064 -2.78842 -5.60533 0.0 -0.1 0.0
C 2.60049 2.41755 -4.15913 0.0 0.0 0.0
C -0.49992 4.59927 4.67534 0.0 0.0 0.0
H 0.37168 -5.10672 -6.36446 0.0 0.0 0.0
C 2.35878 -5.23960 -1.36408 -0.1 0.1 0.0
H -3.75418 5.12527 0.39369 0.0 0.0 0.0
H -0.53383 4.70044 8.05931 0.0 0.0 0.0
C 2.47576 -0.98320 4.39121 -0.1 0.0 0.0
N 1.14208 -2.61373 -6.84596 0.0 0.1 -0.1
H 2.64274 4.40311 -4.96797 0.0 0.0 0.0
Cl 2.47188 -1.91914 8.27641 0.0 0.0 0.0
C 0.77862 3.92632 1.14506 0.0 0.0 0.0
C -2.40806 1.76564 -0.80302 -0.1 0.1 -0.1
C -0.64187 4.30256 7.05783 0.0 0.0 0.0
Cs -0.53367 -0.59000 1.74541 -0.5 0.4 -1.4
N 3.36071 1.18970 -1.03134 -0.2 0.0 0.0
C -4.53725 -1.05387 0.42435 0.1 0.0 0.0
C 3.00465 2.86188 -2.77005 -0.1 -0.1 0.0
H 4.08738 2.86346 -2.66452 0.1 0.0 0.0
C -0.02716 -4.47290 1.05850 0.1 0.0 -0.1
C 0.27137 -1.23792 5.01724 0.3 0.1 0.0
C 0.62188 -1.53811 6.33267 -0.1 0.0 0.0
C -0.37826 5.11232 5.95666 0.0 0.0 0.0
C 2.47345 3.35196 -5.17794 0.0 0.0 0.0
```
Positions in Å, forces in eV/Å.

Löwdin population analysis, charges in e, atoms 1 to 4: 0.12, -0.29, -0.08, -0.13

=====

C12H13N2 as an isolated structure in a non-equilibrium geometry. Source: the OMol25 dataset; level of theory: wB97M-V/def2-TZVPD.

For the total energy, the calculation gives -574.17858 hartree. For the frontier orbital gap, the calculation gives 7.4 eV. Its total charge is +1. The energy above the lowest of the compared OMol25 structures with the same formula, charge and spin comes out at 92.6 kcal per mole.

Geometry as XYZ:
```
27
Properties=species:S:1:pos:R:3:forces:R:3
H 2.57695 -1.57401 -0.35942 -0.3 0.9 0.3
H -0.99828 -1.65082 -1.31972 0.3 0.2 0.6
H -3.89632 -0.52621 1.06098 0.7 0.1 -1.2
C -1.88281 -0.10647 1.55014 -4.4 -0.7 0.1
C -2.95395 -0.19436 0.56545 1.0 -0.2 3.6
C 2.62848 -0.47449 -0.54878 0.8 -1.0 -0.1
N -2.07073 1.23774 -1.16471 -0.4 1.6 -2.3
C -0.15023 -1.55357 -0.61013 0.9 -1.5 -1.4
H -2.21314 -0.34484 2.57673 0.3 0.5 -0.5
C 1.30230 1.79195 -0.37016 1.4 0.9 0.2
H 0.75776 -1.83862 -1.22767 -1.1 0.6 0.3
C 1.50034 0.33654 0.00426 -1.7 0.9 -1.3
N 0.06597 2.27538 -0.69409 0.1 1.0 -1.1
C 0.38744 0.92936 1.97325 -0.5 0.2 1.6
H 2.15172 2.49456 -0.54382 -0.7 -0.8 0.3
C -2.99952 0.47676 -0.60967 -0.1 -0.7 0.4
H -2.22869 1.63370 -2.10372 -0.6 0.1 0.7
C 0.08301 -0.15838 -0.04230 -3.3 0.6 -0.4
C -0.79878 1.36569 -0.84097 4.3 -4.9 3.1
H 2.68435 -0.43500 -1.66221 0.3 0.5 0.9
H 2.42038 1.33604 1.76641 2.7 1.3 1.1
H -3.91176 0.44960 -1.11728 -1.2 0.1 -1.0
C -0.62205 0.22250 1.30161 5.1 0.2 -2.5
C 1.57107 1.10563 1.27106 -2.9 -1.4 -0.8
H -0.16742 -2.48613 0.04847 -0.4 1.7 0.0
H 0.30249 1.40674 2.94809 -0.3 -0.2 -0.1
H 3.51418 -0.15066 0.01834 0.2 0.0 -1.0
```
Positions in Å, forces in eV/Å.

natural (NBO) population analysis, charges in e, atoms 1 to 4: 0.24, 0.24, 0.26, -0.09